--- w ---
Computed, not measured: a 2-piece molecular cluster, C2H2O2S overall, with ωB97M-V with the def2-TZVPD basis set.

Summary:
net charge: 0
gap between HOMO and LUMO: 0.390 Eh
LUMO energy: 0.018 Eh
M: 90.1 g mol⁻¹

Positions of all 7 atoms, in Å:
S1 2.60 -0.63 0.61
O1 1.03 1.18 -0.63
O2 -0.26 -0.61 0.48
C1 1.65 0.38 -0.04
C2 -1.31 -0.27 0.02
H1 -1.32 0.39 -1.01
H2 -2.39 -0.44 0.56

=====

--- x ---
Computed, not measured: one molecule with the formula C2H2O2S, with ωB97M-V with the def2-TZVPD basis set.

Summary:
net charge: 0
gap between HOMO and LUMO: 0.348 Eh
LUMO energy: -0.035 Eh
M: 90.1 g mol⁻¹

Positions of all 7 atoms, in Å:
S1 -0.58 0.21 -1.75
O1 1.06 -1.44 -0.56
O2 -0.57 1.04 1.21
C1 0.32 -0.49 -0.46
C2 0.11 0.06 0.92
H1 0.79 -0.53 1.64
H2 -1.14 1.16 -1.01

=====

If we sort the structures by their calculated energies, the order from most to least stable is x, w.